The following is a DFT calculation (wB97M-V/def2-TZVPD) of a cluster of 2 separate species, C3H8OSSi in total in a non-equilibrium geometry.

The total charge is 0. The value obtained for the relative energy (zero: lowest compared OMol25 entry of this formula, charge and spin) is 118.74 kcal/mol. As for the spin multiplicity: 1.

The geometry in XYZ format:
```
14
Properties=species:S:1:pos:R:3:forces:R:3:lowdin_charge:R:1
C 0.730 2.022 0.607 -3.24 1.76 -2.42 -0.57
C -1.550 -0.160 0.536 -0.38 -0.87 -1.18 -0.23
C 1.289 -0.702 -0.362 -0.53 -1.96 -1.08 -0.24
O 1.273 4.544 0.565 0.19 -0.90 0.75 -0.58
Si 0.237 0.273 0.832 0.32 -1.43 2.18 0.38
S 1.496 3.238 1.239 0.12 1.32 -0.69 0.78
H -0.563 2.914 -0.596 2.48 -1.60 2.01 0.24
H -1.382 -0.805 -0.390 -0.69 1.33 0.49 0.03
H -2.204 -0.870 1.121 1.04 1.21 0.15 0.05
H -2.039 0.820 0.345 -0.24 -0.92 -0.26 0.02
H 1.455 -0.025 -1.213 0.16 -0.30 0.09 0.02
H 2.248 -0.966 0.086 0.07 0.16 -0.14 0.02
H 0.856 -1.721 -0.815 0.67 2.31 1.19 0.08
H 0.571 0.089 2.342 0.01 -0.12 -1.08 0.00
```
Forces are in eV/Å.